Record 1
{"formula": "C6H12O", "method": "the ωB97M-V functional and the def2-TZVPD basis", "symbols": ["C", "C", "C", "O", "C", "C", "C", "H", "H", "H", "H", "H", "H", "H", "H", "H", "H", "H", "H"], "coordinates": [[2.2456, -0.2530, 0.3876], [0.3282, -0.0900, 1.2085], [0.0001, 1.3453, 0.8696], [-0.6633, 1.2880, -0.3686], [-1.3940, 0.0531, -0.4333], [-1.4858, -0.3598, -1.8916], [-0.6203, -0.8718, 0.4788], [2.7709, 0.2733, 1.1880], [2.3330, 0.2970, -0.5557], [2.6455, -1.2703, 0.2923], [0.6906, -0.3583, 2.1972], [-0.6618, 1.7112, 1.6743], [0.8596, 2.0138, 0.7810], [-2.4160, 0.2263, -0.0464], [-1.9996, 0.4060, -2.4825], [-2.0433, -1.2985, -1.9804], [-0.4814, -0.5114, -2.3004], [0.8220, -0.7345, 0.2117], [-0.9300, -1.8665, 0.7701]], "atomic_forces_ev_per_a": [[0.226, 0.046, -0.058], [-0.117, 0.083, 0.148], [0.186, 0.011, 0.199], [-0.008, 0.034, -0.027], [-0.141, -0.152, -0.059], [-0.012, -0.017, -0.037], [-0.215, -0.078, 0.031], [-0.096, -0.063, -0.093], [-0.042, -0.073, 0.118], [-0.116, 0.100, 0.017], [-0.051, 0.052, -0.174], [0.055, -0.042, -0.096], [-0.115, -0.103, 0.010], [0.129, -0.010, -0.055], [0.062, -0.100, 0.089], [0.076, 0.130, 0.021], [-0.129, 0.020, 0.057], [0.263, 0.014, -0.058], [0.044, 0.147, -0.034]], "lowdin_charge": [-0.07, -0.21, -0.19, -0.10, -0.40, -0.05, -0.12, 0.04, 0.04, 0.04, 0.14, 0.14, 0.13, 0.14, 0.08, 0.08, 0.08, 0.13, 0.11], "mol_weight_g_mol": 100.16, "relative_energy_kj_mol": 520.62, "max_force_ev_per_a": 0.273, "total_energy_ha": -310.860979, "homo_ha": -0.25296}

Record 2
{"formula": "C12H30N2O4Rb", "method": "the ωB97M-V functional and the def2-TZVPD basis", "symbols": ["Rb", "C", "O", "C", "C", "N", "C", "C", "O", "C", "H", "H", "H", "H", "H", "H", "H", "H", "H", "H", "H", "H", "H", "H", "H", "C", "O", "C", "C", "N", "C", "C", "O", "C", "H", "H", "H", "H", "H", "H", "H", "H", "H", "H", "H", "H", "H", "H", "H"], "coordinates": [[-0.5141, -1.2527, -1.2778], [3.6281, -1.3528, 4.8610], [2.5113, -1.5796, 4.0104], [2.7735, -2.5806, 3.0408], [1.6607, -2.5401, 1.9956], [1.9554, -1.7268, 0.8172], [2.8370, -2.4230, -0.1326], [3.1921, -1.5090, -1.2961], [2.1051, -1.0846, -2.0930], [2.5322, -0.3154, -3.1969], [4.5344, -1.0730, 4.3208], [3.8100, -2.2276, 5.4902], [3.3151, -0.5321, 5.5047], [2.7700, -3.5770, 3.5094], [3.7892, -2.4487, 2.6473], [0.8557, -2.0927, 2.5989], [1.2426, -3.5339, 1.8231], [2.3891, -0.9106, 1.2432], [2.3216, -3.3299, -0.4556], [3.7855, -2.7315, 0.3184], [3.9962, -1.9515, -1.8913], [3.6457, -0.6336, -0.8095], [3.1258, -0.9488, -3.8579], [3.1083, 0.5824, -2.9417], [1.6812, 0.1140, -3.7285], [-3.4914, 2.7569, 2.8333], [-3.3170, 1.6918, 1.9039], [-4.0987, 1.8126, 0.7613], [-3.6078, 0.7413, -0.2317], [-2.2758, 1.0648, -0.7899], [-2.2886, 2.2084, -1.6903], [-1.1842, 2.1841, -2.7350], [-1.0849, 0.9625, -3.4330], [-2.1858, 0.6477, -4.2706], [-4.4834, 3.1899, 2.7322], [-2.7344, 3.5324, 2.6920], [-3.3027, 2.3312, 3.8152], [-4.0381, 2.7871, 0.2773], [-5.1584, 1.5633, 0.8947], [-4.3261, 0.6096, -1.0400], [-3.5132, -0.2334, 0.2517], [-1.6444, 1.2791, -0.0256], [-2.1496, 3.1557, -1.1455], [-3.2449, 2.3963, -2.1857], [-0.2042, 2.3719, -2.2879], [-1.3188, 3.0358, -3.4138], [-3.0451, 0.3677, -3.6490], [-1.9227, -0.2596, -4.8124], [-2.4313, 1.4620, -4.9514]], "atomic_forces_ev_per_a": [[0.007, -0.032, -0.014], [-0.767, 0.114, 0.405], [0.479, 0.035, -0.524], [0.072, -0.801, 0.369], [-0.489, 0.201, 1.392], [-0.570, -0.517, 0.210], [-0.420, 0.529, -0.157], [0.777, 0.345, 0.793], [-0.198, -0.137, 0.320], [0.172, 0.483, -0.573], [-0.010, -0.057, -0.155], [0.172, -0.056, -0.056], [0.231, 0.013, 0.043], [0.053, 0.134, 0.161], [-0.085, 0.098, -0.319], [-0.043, 0.321, -0.487], [0.502, -0.064, -0.751], [0.232, 0.167, -0.649], [-0.011, -0.009, -0.073], [0.076, -0.064, -0.006], [-0.218, -0.179, -0.238], [0.029, 0.212, -0.242], [0.013, 0.148, -0.191], [0.270, -0.323, 0.486], [-0.281, -0.554, 0.050], [0.501, -0.242, -0.002], [0.101, 0.257, 0.228], [-0.343, -1.512, -1.303], [0.782, 0.554, 0.230], [-0.487, -0.309, -0.467], [0.275, 1.249, 0.047], [0.102, 0.203, 0.018], [0.446, -0.208, -0.179], [-0.086, -0.450, 0.657], [-0.120, 0.007, 0.288], [-0.070, 0.104, -0.259], [-0.355, 0.076, 0.146], [0.076, 0.300, 0.122], [-0.097, 0.341, 0.628], [0.065, 0.170, -0.156], [-0.208, 0.114, 0.323], [-0.189, 0.057, 0.224], [0.082, -0.055, 0.022], [-0.167, -0.735, 0.088], [-0.007, -0.327, 0.159], [-0.211, -0.135, -0.162], [-0.195, 0.320, -0.150], [0.150, 0.201, -0.248], [-0.036, 0.011, -0.046]], "lowdin_charge": [0.95, -0.10, -0.20, -0.23, -0.21, -0.09, -0.20, -0.23, -0.34, -0.10, 0.09, 0.09, 0.09, 0.13, 0.12, 0.12, 0.12, 0.12, 0.13, 0.12, 0.13, 0.13, 0.10, 0.10, 0.09, -0.07, -0.18, -0.24, -0.18, -0.14, -0.23, -0.22, -0.27, -0.08, 0.09, 0.09, 0.09, 0.12, 0.13, 0.12, 0.11, 0.10, 0.13, 0.13, 0.13, 0.13, 0.09, 0.09, 0.10], "mol_weight_g_mol": 351.85, "relative_energy_kj_mol": 40.24, "max_force_ev_per_a": 2.025, "charge": 1, "total_energy_ha": -909.512998, "homo_ha": -0.44063}